Entry 1:
This record from OMol25 describes the ion CH2NO2S3 with charge -1. The level of theory is wB97M-V/def2-TZVPD.

Last column: Löwdin charge in e.
CARTESIAN COORDINATES (ANGSTROEM)
C (-0.0515, -0.5939, -0.2584)  -1.412
N (1.0048, -1.2303, 0.0083)  -0.272
O (2.5626, 0.3541, -1.2439)  -0.432
O (3.5203, -0.9071, 0.5942)  -0.421
S (-0.3927, 1.0285, -0.4579)  0.606
S (-1.5315, -1.6859, -0.3383)  0.618
S (2.3519, -0.2331, 0.0466)  0.474
H (-2.5038, -0.7976, -0.3662)  -0.221
H (2.0576, 1.0426, 0.8073)  0.061

* 2S+1: 3
* charge: -1
* <S²>: 2.006

Entry 2:
This record from OMol25 describes a structure of composition C16H33MgO6RbSi. The level of theory is wB97M-V/def2-TZVPD.

Last column: Löwdin charge in e.
CARTESIAN COORDINATES (ANGSTROEM)
C (-2.7643, 2.5445, -0.6391)  -0.030
C (-1.8346, 2.0193, 0.4798)  -0.391
C (-2.0195, 0.4713, 0.6076)  -0.129
C (-2.1522, 2.6260, 1.8426)  -0.189
C (-1.9523, 4.1554, 1.8867)  -0.354
C (-3.0117, 4.7348, 2.8515)  -0.063
C (-0.5260, 4.4809, 2.3754)  -0.257
O (0.2348, 5.3283, 1.5286)  -0.344
Si (-0.2643, 6.9209, 1.3638)  0.629
H (-2.2023, 3.2200, -1.2806)  0.074
H (-3.1926, 1.7573, -1.2456)  0.078
H (-3.5329, 3.1651, -0.1825)  0.088
H (-0.7889, 2.2245, 0.2151)  0.113
H (-2.6827, 0.0597, -0.1446)  0.082
H (-1.0299, -0.0002, 0.5681)  -0.160
H (-2.4307, 0.2253, 1.5870)  0.085
H (-3.2158, 2.4524, 2.0300)  0.125
H (-1.6311, 2.1381, 2.6714)  0.120
H (-2.1583, 4.5141, 0.8806)  0.120
H (-3.9576, 4.8239, 2.3195)  0.088
H (-2.7234, 5.6856, 3.2823)  0.066
H (-3.1895, 4.0033, 3.6407)  0.083
H (-0.5628, 4.8286, 3.4116)  0.126
H (0.0267, 3.5354, 2.4125)  0.103
H (-1.7242, 7.0084, 1.5566)  -0.041
H (0.4628, 7.8402, 2.2515)  -0.060
H (-0.0028, 7.2879, -0.0411)  -0.062
Rb (0.8945, -0.3074, 0.5932)  1.014
C (0.0990, -5.7308, 2.9579)  -0.145
O (-0.3476, -5.6631, 1.5721)  -0.146
H (1.2010, -5.7273, 2.9562)  -0.037
H (-0.2818, -4.8583, 3.5084)  0.110
H (-0.2248, -6.6412, 3.4533)  0.135
H (-1.3127, -5.6781, 1.6083)  0.126
O (3.0302, -6.2513, 3.0500)  -0.193
H (3.1636, -6.2471, 2.0863)  -0.139
C (2.8518, -6.0204, -1.6026)  -0.002
C (2.6250, -6.3139, -2.8777)  0.050
C (3.0567, -7.6244, -3.4482)  -0.363
O (2.8510, -7.8878, -4.6046)  0.164
C (3.7420, -8.5735, -2.5345)  0.057
C (3.9637, -8.2667, -1.2576)  0.040
C (3.5350, -6.9717, -0.6972)  -0.347
O (3.7404, -6.6989, 0.4772)  0.053
H (2.5496, -5.0671, -1.1655)  0.083
H (2.1275, -5.6331, -3.5569)  0.131
H (4.0470, -9.5186, -2.9646)  0.138
H (4.4620, -8.9432, -0.5756)  0.136
Mg (1.4911, -4.3860, 1.6488)  1.208
C (0.1178, 5.3827, -4.2438)  -0.082
C (0.4590, 4.2019, -3.3577)  -0.316
O (-0.5024, 3.1482, -3.4994)  -0.105
H (-0.8718, 5.7681, -3.9988)  0.080
H (0.8460, 6.1850, -4.1253)  0.081
H (0.0987, 5.0843, -5.2940)  0.078
H (0.4595, 4.5009, -2.3092)  0.103
H (1.4517, 3.8108, -3.6056)  0.107
H (-0.4969, 2.8771, -4.4224)  0.080

* 2S+1: 1
* charge: +2

Entry 3:
This record from OMol25 describes a cluster of 9 separate species, C25H70N2O9 in total. The level of theory is wB97M-V/def2-TZVPD.

Last column: Löwdin charge in e.
CARTESIAN COORDINATES (ANGSTROEM)
C (7.6545, 8.5241, 6.1271)  -0.129
O (6.6814, 7.6076, 6.4804)  -0.172
C (6.9298, 6.2438, 6.3654)  -0.238
C (5.8270, 5.3627, 6.9379)  -0.434
C (5.5913, 5.5630, 8.4209)  -0.052
N (6.1874, 3.9741, 6.5369)  0.025
H (8.4855, 8.6684, 6.8176)  0.079
H (7.0866, 9.4423, 6.2773)  0.093
H (8.1543, 8.3700, 5.1708)  0.089
H (7.0806, 5.9213, 5.3351)  0.123
H (7.7819, 5.9219, 6.9640)  0.126
H (4.9631, 5.5952, 6.3151)  0.135
H (4.5542, 5.2509, 8.5435)  0.075
H (5.7431, 6.5755, 8.7949)  0.079
H (6.2292, 4.8364, 8.9242)  0.074
H (6.9190, 3.6077, 7.1290)  0.060
H (5.5197, 3.2243, 6.6463)  0.066
C (15.9419, 2.2915, 7.3089)  -0.142
O (14.9540, 1.7978, 6.4908)  -0.191
C (14.9052, 2.4950, 5.2683)  -0.229
C (14.0265, 1.8964, 4.2324)  -0.452
C (14.3925, 0.4671, 3.6691)  -0.032
N (13.9407, 2.8460, 3.1559)  0.030
H (16.9056, 2.0602, 6.8552)  0.093
H (15.7560, 1.8108, 8.2693)  0.092
H (15.8262, 3.3534, 7.5257)  0.087
H (14.6145, 3.5112, 5.5347)  0.128
H (15.9475, 2.5392, 4.9523)  0.126
H (13.0383, 1.8188, 4.6859)  0.136
H (14.4969, -0.1255, 4.5780)  0.066
H (15.4133, 0.3586, 3.3027)  0.075
H (13.6539, 0.0422, 2.9894)  0.074
H (13.2332, 3.5129, 3.4294)  0.073
H (13.3532, 2.2827, 2.5578)  0.065
C (-0.4362, 10.5229, 7.8942)  -0.067
C (0.4840, 9.5981, 8.6209)  -0.538
C (1.2800, 10.3779, 9.6768)  -0.058
O (-0.2664, 8.6569, 9.3291)  -0.048
H (0.1454, 11.2014, 7.2701)  0.083
H (-1.1423, 11.0221, 8.5578)  0.088
H (-0.9919, 9.8615, 7.2295)  0.076
H (1.2372, 9.0889, 8.0197)  0.137
H (1.7413, 9.6387, 10.3317)  0.078
H (0.6904, 11.1354, 10.1932)  0.081
H (2.1044, 10.8109, 9.1103)  0.075
H (-0.3541, 7.8447, 8.8250)  0.092
C (8.9857, 3.9144, -4.5543)  -0.077
C (9.2799, 4.0817, -3.0738)  -0.483
C (8.1170, 4.7519, -2.2981)  -0.043
O (9.5619, 2.7973, -2.5543)  -0.046
H (9.8371, 3.3760, -4.9706)  0.075
H (8.8580, 4.8045, -5.1703)  0.075
H (8.0874, 3.3539, -4.8131)  0.078
H (10.1431, 4.7401, -2.9764)  0.128
H (8.4660, 5.6269, -1.7498)  0.075
H (7.5559, 3.9877, -1.7603)  0.073
H (7.3417, 5.1607, -2.9462)  0.070
H (8.8138, 2.5364, -2.0123)  0.074
C (9.0516, 8.1124, 15.7987)  -0.068
C (10.0431, 8.7211, 16.7979)  -0.517
C (10.1730, 10.1960, 16.6589)  -0.066
O (9.4717, 8.4640, 18.0565)  -0.053
H (8.9440, 7.0329, 15.9047)  0.076
H (9.3426, 8.3745, 14.7815)  0.075
H (8.0144, 8.4241, 15.9213)  0.079
H (10.9122, 8.0867, 16.6236)  0.137
H (9.2526, 10.7614, 16.8047)  0.090
H (10.5387, 10.3141, 15.6389)  0.078
H (10.8957, 10.6689, 17.3238)  0.078
H (10.1677, 8.2201, 18.6711)  0.090
C (10.3037, -2.3282, 9.1532)  -0.080
C (10.2759, -1.1338, 10.0084)  -0.507
C (11.3759, -1.0578, 11.0647)  -0.056
O (10.3536, -0.0305, 9.1163)  -0.057
H (10.3390, -3.2996, 9.6464)  0.081
H (11.1590, -2.2327, 8.4843)  0.086
H (9.4905, -2.5115, 8.4508)  0.082
H (9.3109, -1.0081, 10.4993)  0.138
H (11.2835, -0.2004, 11.7314)  0.079
H (12.3955, -1.0208, 10.6811)  0.076
H (11.4997, -1.9490, 11.6798)  0.076
H (11.2741, 0.1071, 8.8809)  0.083
C (-1.3339, 4.8500, 3.5688)  -0.068
C (-2.3576, 4.3372, 4.5918)  -0.445
C (-3.1571, 3.1443, 3.9825)  -0.070
O (-1.7003, 3.9313, 5.8246)  -0.065
H (-0.8291, 4.0218, 3.0713)  0.076
H (-0.5703, 5.5303, 3.9461)  0.074
H (-1.7732, 5.4432, 2.7668)  0.075
H (-3.0774, 5.0671, 4.9624)  0.132
H (-3.7945, 3.3675, 3.1269)  0.076
H (-3.7921, 2.7067, 4.7528)  0.070
H (-2.6003, 2.2401, 3.7365)  0.071
H (-1.0744, 3.2846, 5.4903)  0.074
C (5.8424, -1.0399, 2.1708)  -0.146
O (6.9708, -0.1352, 2.2697)  -0.134
H (5.2972, -1.1357, 3.1098)  0.075
H (5.2465, -0.8807, 1.2721)  0.074
H (6.3070, -2.0207, 2.0692)  0.067
H (6.9413, 0.2320, 3.1562)  0.063
C (1.1449, -2.6971, 6.9786)  -0.181
O (1.1762, -1.4260, 7.5830)  -0.115
H (0.8854, -2.6742, 5.9202)  0.071
H (2.1231, -3.1737, 7.0433)  0.074
H (0.4549, -3.3817, 7.4719)  0.076
H (0.3665, -1.2604, 8.0714)  0.074

* SMILES string: COC[C@H](C)N.COC[C@H](C)N.CC(C)O.CC(C)O.CC(C)O.CC(C)O.CC(C)O.CO.CO
* 2S+1: 1

Entry 4:
This record from OMol25 describes a structure of composition C36H90BCoF4N6O12. The level of theory is wB97M-V/def2-TZVPD.

Last column: Löwdin charge in e.
CARTESIAN COORDINATES (ANGSTROEM)
Co (-0.7111, -1.7058, -2.8682)  0.839
B (1.1709, -0.1330, -0.4211)  -1.254
F (2.4636, 0.1363, -0.8569)  0.147
F (1.2638, -1.1018, 0.6256)  0.077
F (0.4844, 0.9560, 0.0840)  0.161
F (0.4069, -0.7108, -1.4506)  0.109
C (-0.9223, -3.6481, -5.6458)  -0.034
O (-0.7685, -2.3763, -5.0033)  -0.277
C (-0.6529, -1.3335, -5.9706)  -0.159
C (-0.9934, -0.0454, -5.2196)  -0.159
N (-0.1800, 0.1221, -4.0007)  -0.046
C (-0.6525, 1.3171, -3.2377)  -0.137
C (-1.9783, 1.0525, -2.4969)  -0.148
O (-2.0581, -0.2696, -1.9867)  -0.254
C (-3.0875, -0.4327, -1.0290)  -0.040
H (-0.1451, -3.7606, -6.4038)  0.107
H (-1.9187, -3.6554, -6.0915)  0.102
H (-0.8054, -4.4700, -4.9491)  0.079
H (-1.4620, -1.4368, -6.6990)  0.135
H (0.3139, -1.3016, -6.4738)  0.137
H (-2.0651, -0.0531, -5.0112)  0.108
H (-0.8995, 0.8607, -5.8315)  0.141
H (0.7140, 0.4805, -4.3387)  0.138
H (-0.6668, 2.1751, -3.9163)  0.115
H (0.1105, 1.6248, -2.5226)  0.101
H (-2.7465, 1.3255, -3.2287)  0.129
H (-2.0357, 1.7333, -1.6465)  0.126
H (-4.0805, -0.1479, -1.3961)  0.107
H (-2.8947, 0.1016, -0.0999)  0.094
H (-3.2086, -1.5057, -0.8864)  0.083
C (1.8581, -4.0316, 5.1124)  -0.103
O (1.0738, -4.4014, 3.9953)  -0.184
C (0.9145, -3.3248, 3.0795)  -0.220
C (0.1109, -2.1763, 3.6803)  -0.217
N (-0.5864, -1.4574, 2.6211)  -0.054
C (-1.3738, -0.3092, 3.0873)  -0.200
C (-2.3810, -0.6221, 4.1818)  -0.209
O (-3.2472, 0.4603, 4.4365)  -0.231
C (-2.6244, 1.5195, 5.1771)  -0.073
H (2.8096, -3.6215, 4.7489)  0.081
H (2.0118, -4.8821, 5.7706)  0.091
H (1.3789, -3.2421, 5.7024)  0.084
H (0.3492, -3.7278, 2.2355)  0.109
H (1.8718, -3.0193, 2.6398)  0.112
H (0.7631, -1.5149, 4.2675)  0.110
H (-0.6430, -2.5962, 4.3471)  0.120
H (0.0326, -1.1675, 1.8743)  0.056
H (-1.9087, 0.0159, 2.1910)  0.104
H (-0.7003, 0.5219, 3.3437)  0.111
H (-1.9262, -0.9646, 5.1150)  0.121
H (-3.0331, -1.3920, 3.7600)  0.132
H (-1.7503, 1.9188, 4.6614)  0.081
H (-2.4018, 1.1312, 6.1708)  0.096
H (-3.3307, 2.3461, 5.2120)  0.086
C (2.2114, -2.3911, -3.9601)  -0.021
O (1.0964, -2.5891, -3.0712)  -0.280
C (1.2539, -3.8289, -2.3843)  -0.152
C (0.3157, -3.8161, -1.1525)  -0.131
N (-1.0229, -3.2852, -1.4962)  -0.055
C (-1.7875, -4.3056, -2.2327)  -0.162
C (-3.1210, -3.7511, -2.7514)  -0.158
O (-2.8850, -2.4691, -3.3334)  -0.269
C (-3.9848, -2.0002, -4.0770)  -0.067
H (2.1077, -1.3726, -4.3272)  0.086
H (2.2021, -3.1546, -4.7382)  0.105
H (3.1681, -2.4202, -3.4380)  0.101
H (2.2751, -3.9622, -2.0262)  0.141
H (1.0197, -4.6670, -3.0505)  0.126
H (0.7961, -3.2540, -0.3530)  0.114
H (0.2734, -4.8429, -0.7704)  0.136
H (-1.5171, -3.2095, -0.6085)  0.146
H (-1.9675, -5.1503, -1.5503)  0.141
H (-1.2513, -4.8690, -2.9936)  0.104
H (-3.8884, -3.6769, -1.9782)  0.135
H (-3.4397, -4.4644, -3.5181)  0.137
H (-4.9456, -2.2183, -3.6075)  0.109
H (-3.9386, -2.3450, -5.1148)  0.100
H (-3.9610, -0.9093, -4.1535)  0.088
C (6.6492, -0.1476, -5.1948)  -0.124
O (6.3085, 0.6436, -4.0927)  -0.182
C (4.9477, 0.5638, -3.7016)  -0.228
C (4.6478, 1.8152, -2.8897)  -0.219
N (3.2388, 2.0997, -2.7047)  -0.058
C (3.0755, 3.4589, -2.1651)  -0.180
C (1.6265, 3.7740, -1.8315)  -0.213
O (0.8563, 3.7991, -3.0165)  -0.220
C (-0.3009, 4.5905, -2.9010)  -0.113
H (7.6038, -0.6622, -5.0597)  0.087
H (6.7825, 0.4674, -6.0923)  0.089
H (5.9182, -0.9279, -5.4306)  0.078
H (4.6897, -0.3354, -3.1311)  0.114
H (4.3815, 0.6335, -4.6385)  0.116
H (5.1485, 2.5964, -3.4678)  0.127
H (5.1573, 1.7577, -1.9149)  0.130
H (2.8674, 1.4205, -2.0468)  0.069
H (3.6044, 4.2082, -2.7494)  0.124
H (3.6452, 3.4201, -1.2199)  0.121
H (1.5945, 4.7559, -1.3403)  0.126
H (1.1898, 3.1076, -1.0765)  0.111
H (-0.9729, 4.4408, -3.7434)  0.086
H (-0.0275, 5.6537, -2.8916)  0.097
H (-0.8098, 4.4056, -1.9460)  0.081
C (-8.1175, -0.1996, 4.6260)  -0.124
O (-7.7910, 1.0603, 5.1667)  -0.185
C (-6.4919, 1.5220, 4.8644)  -0.212
C (-6.2300, 1.5557, 3.3443)  -0.222
N (-5.0743, 2.3861, 3.0658)  -0.048
C (-4.8136, 2.5049, 1.6364)  -0.215
C (-3.6090, 3.4028, 1.3450)  -0.188
O (-2.4885, 2.6728, 1.8513)  -0.216
C (-1.2658, 3.2485, 1.4565)  -0.110
H (-7.2767, -0.8879, 4.7499)  0.091
H (-8.4802, -0.1583, 3.5957)  0.083
H (-8.9534, -0.5841, 5.2117)  0.088
H (-5.7388, 0.8326, 5.2709)  0.110
H (-6.3563, 2.4737, 5.3685)  0.125
H (-7.1367, 1.9456, 2.8702)  0.123
H (-6.1878, 0.5216, 2.9762)  0.109
H (-4.2372, 1.9219, 3.4239)  0.064
H (-5.7218, 2.8994, 1.1662)  0.121
H (-4.6693, 1.5022, 1.1973)  0.107
H (-3.7922, 4.3643, 1.8226)  0.131
H (-3.4391, 3.4153, 0.2643)  0.110
H (-1.2513, 3.2708, 0.3563)  0.063
H (-0.4190, 2.6616, 1.8080)  0.068
H (-1.1111, 4.2748, 1.8097)  0.097
C (5.3906, -1.9133, 3.0861)  -0.099
O (5.2862, -0.6872, 2.3968)  -0.164
C (4.0083, -0.3791, 1.9391)  -0.244
C (2.9441, -0.1198, 3.0045)  -0.187
N (3.2795, 1.0520, 3.8418)  -0.046
C (3.1063, 2.3262, 3.1287)  -0.209
C (3.4734, 3.4520, 4.0727)  -0.213
O (4.8541, 3.5467, 4.3793)  -0.181
C (5.6616, 3.7464, 3.2565)  -0.123
H (4.7512, -1.9357, 3.9686)  0.074
H (6.4290, -2.0788, 3.3669)  0.090
H (5.1682, -2.7574, 2.4216)  0.090
H (3.5951, -1.0770, 1.1915)  0.107
H (4.0617, 0.4743, 1.2547)  0.110
H (2.8463, -0.9829, 3.6630)  0.088
H (1.9805, 0.1338, 2.5654)  0.100
H (4.2226, 0.9332, 4.1953)  0.109
H (2.0453, 2.3714, 2.8734)  0.112
H (3.6934, 2.2613, 2.2073)  0.093
H (2.8581, 3.3112, 4.9599)  0.124
H (3.2435, 4.4611, 3.7025)  0.119
H (6.7022, 3.9531, 3.4974)  0.090
H (5.2632, 4.5887, 2.6720)  0.092
H (5.6945, 2.8659, 2.6014)  0.079

* 2S+1: 4
* charge: +1
* <S²>: 3.755

Calculated energy (eV), listed in the same order as above: -39157.3504; -43368.7798; -48462.1264; -121469.1943
Calculated largest force on an atom (eV/A), listed in the same order as above: 7.09; 3.21; 2.54; 2.17